Entry 1:
{
  "formula": "C2HBr3N2O5",
  "method": "the ωB97M-V functional and the def2-TZVPD basis",
  "species": ["Br", "Br", "Br", "O", "O", "O", "O", "O", "N", "N", "C", "C", "H"],
  "positions_angstrom": [[0.512, 0.613, 2.470], [3.872, -0.347, 1.011], [2.334, -2.931, 0.144], [0.928, 3.140, 1.221], [0.561, -1.124, -1.185], [1.411, 0.840, -0.356], [-1.091, 0.755, -0.079], [-1.615, 2.872, 0.050], [-0.921, 1.910, 0.327], [1.540, -0.405, -0.448], [2.431, -1.084, 0.183], [0.402, 2.096, 1.240], [-0.246, -0.752, -0.805]],
  "atomic_forces_ev_per_a": [[0.033, 0.630, -0.122], [0.430, 0.672, 0.275], [0.107, -0.544, 0.035], [0.016, -0.996, 0.220], [1.312, 0.341, 0.538], [0.820, -0.056, -1.016], [-0.838, 1.747, 0.755], [1.413, -1.270, 0.783], [-0.661, -1.081, -1.238], [-0.983, 0.747, 0.265], [-0.260, -1.340, -0.569], [-0.916, 0.785, 0.083], [-0.475, 0.365, -0.007]],
  "e_above_lowest_ev": 0.4319,
  "gap_ev": 8.572,
  "lumo_energy_ha": -0.0364,
  "largest_force_ev_per_a": 2.1
}

***

Entry 2:
{
  "formula": "C28H36Cl3N5O5OsS2",
  "method": "the ωB97M-V functional and the def2-TZVPD basis",
  "species": ["Os", "Cl", "Cl", "Cl", "S", "S", "O", "O", "O", "O", "O", "N", "N", "N", "N", "N", "C", "C", "C", "C", "C", "C", "C", "C", "C", "C", "C", "C", "C", "C", "C", "C", "C", "C", "C", "C", "C", "C", "C", "C", "C", "C", "C", "C", "H", "H", "H", "H", "H", "H", "H", "H", "H", "H", "H", "H", "H", "H", "H", "H", "H", "H", "H", "H", "H", "H", "H", "H", "H", "H", "H", "H", "H", "H", "H", "H", "H", "H", "H", "H"],
  "positions_angstrom": [[-1.211, 1.675, 1.445], [5.846, -5.234, 1.945], [4.909, -4.653, -4.732], [3.619, -0.954, -0.266], [-5.117, -0.550, 1.999], [3.223, -4.123, -7.084], [2.184, -1.930, -2.718], [-0.974, 2.445, 3.857], [-2.502, 3.362, 1.849], [-0.709, 3.541, -0.080], [0.858, 2.512, 1.782], [-0.170, -0.050, 0.898], [-2.885, 0.533, 1.498], [0.369, -1.851, -0.233], [-3.441, 0.609, 3.780], [-3.324, 0.043, 0.280], [3.717, -2.664, -0.141], [-4.470, -0.532, 0.380], [-0.086, -0.589, -0.310], [0.588, -2.134, 1.101], [0.430, 2.561, 4.123], [0.598, 4.116, 0.003], [-1.783, 4.492, -0.180], [-5.311, -0.170, -1.954], [-5.216, -1.135, -0.773], [1.155, 3.242, 2.989], [-2.051, 4.348, 2.803], [4.635, -3.187, 0.736], [-1.769, 3.622, 4.096], [2.132, -2.140, -5.799], [1.847, -3.055, -1.948], [3.720, -3.755, -5.469], [2.883, -3.516, -0.927], [3.038, -2.640, -4.896], [4.732, -4.580, 0.891], [0.266, -1.012, 1.789], [2.121, -2.848, -7.024], [2.994, -4.903, -0.737], [3.337, -2.045, -3.537], [1.476, 3.040, 0.590], [3.885, -5.447, 0.151], [-2.956, 3.925, 0.592], [-3.701, 0.278, 2.511], [0.460, -2.812, -1.324], [0.906, -3.107, 1.436], [0.597, 3.104, 5.054], [3.693, -1.026, -3.682], [-0.208, -2.489, -2.122], [-2.512, 0.917, 4.029], [1.490, -1.287, -5.629], [-0.404, -0.125, -1.230], [-1.457, 5.451, 0.226], [-4.319, 0.103, -2.313], [2.233, 3.216, 3.157], [0.081, -3.764, -0.953], [0.952, 4.430, -0.979], [-6.210, -1.430, -0.436], [0.570, 4.995, 0.653], [-5.860, -0.630, -2.773], [2.472, 3.417, 0.819], [3.973, -6.516, 0.296], [0.850, 4.285, 2.884], [5.282, -2.541, 1.316], [-1.165, 4.849, 2.411], [4.135, -2.603, -3.041], [1.496, -2.626, -7.881], [-2.842, 5.086, 2.947], [-2.698, 3.286, 4.549], [-1.266, 4.289, 4.798], [-2.059, 4.643, -1.224], [0.282, -0.836, 2.852], [1.683, -3.920, -2.607], [-4.073, 0.346, 4.518], [-5.835, 0.742, -1.669], [1.559, 2.193, -0.091], [2.357, -5.560, -1.319], [-3.703, 4.694, 0.791], [0.793, 1.542, 4.250], [-3.429, 3.096, 0.066], [-4.707, -2.058, -1.061]],
  "atomic_forces_ev_per_a": [[0.626, -0.580, 0.425], [0.852, -0.405, 0.813], [-0.141, 0.104, -0.074], [-0.053, 0.724, -0.030], [0.070, 0.046, 0.122], [0.013, -0.065, -0.060], [-0.097, 0.379, -0.244], [-0.108, -0.139, -0.488], [0.166, -0.294, -0.072], [-0.423, -0.277, 0.090], [-0.697, -0.139, -0.245], [-0.245, 0.696, 0.395], [0.459, 0.459, -0.585], [-0.253, 0.747, 0.435], [0.008, -0.036, -0.529], [0.110, 0.137, -0.098], [-1.054, -1.330, -0.990], [0.102, -0.030, -0.255], [0.056, -0.612, -0.668], [-0.038, 0.166, -0.084], [0.356, -0.032, 0.125], [0.222, 0.041, 0.161], [-0.038, 0.066, -0.042], [0.041, 0.094, -0.032], [-0.061, 0.020, 0.087], [0.000, 0.119, 0.297], [0.125, 0.139, 0.248], [0.283, -0.865, 0.388], [-0.145, 0.122, 0.094], [-0.121, -0.074, -0.186], [0.047, -0.428, 0.619], [0.227, -0.101, 0.169], [0.506, 0.457, 0.435], [0.037, 0.047, 0.030], [-1.439, 0.208, -1.336], [-0.088, -0.247, 0.403], [-0.043, 0.113, 0.112], [-0.186, 0.695, -0.299], [0.003, -0.055, 0.113], [0.136, -0.022, -0.356], [0.990, 0.605, 0.931], [-0.106, 0.062, -0.286], [-0.279, -0.124, 0.924], [0.098, -0.245, -0.712], [0.130, 0.070, -0.013], [-0.017, -0.019, 0.009], [0.054, 0.003, -0.044], [-0.068, 0.113, 0.055], [-0.034, 0.049, 0.140], [0.045, -0.020, 0.034], [0.060, -0.007, -0.005], [0.013, -0.003, 0.006], [-0.008, -0.021, -0.022], [0.006, -0.057, 0.018], [0.058, 0.041, 0.068], [0.016, -0.060, -0.028], [-0.012, 0.008, 0.008], [-0.038, 0.034, -0.027], [0.004, -0.024, 0.035], [0.000, -0.039, 0.035], [-0.026, 0.044, -0.035], [0.027, 0.002, -0.047], [-0.012, -0.002, -0.040], [-0.030, 0.012, -0.016], [-0.080, -0.025, 0.043], [0.038, -0.019, 0.026], [-0.020, -0.012, -0.016], [-0.042, -0.032, 0.017], [0.002, -0.026, 0.015], [-0.008, 0.004, -0.016], [0.063, -0.054, -0.011], [-0.066, 0.034, -0.035], [-0.044, -0.036, 0.100], [-0.027, -0.025, -0.012], [0.063, -0.017, 0.012], [0.024, -0.031, -0.029], [-0.029, -0.029, 0.018], [0.010, -0.014, 0.012], [-0.007, 0.005, -0.018], [0.035, 0.010, 0.019]],
  "spin_multiplicity": 5,
  "e_above_lowest_ev": 0.0000,
  "s2": 6.028,
  "gap_ev": [6.457, 4.177],
  "charge": 4,
  "lumo_energy_ha": [-0.3828, -0.4665],
  "largest_force_ev_per_a": 2.0
}

***

Entry 3:
{
  "formula": "C2H6OY",
  "method": "the ωB97M-V functional and the def2-TZVPD basis",
  "species": ["Y", "O", "C", "C", "H", "H", "H", "H", "H", "H"],
  "positions_angstrom": [[-2.409, 0.424, 0.017], [-0.160, 0.007, 0.525], [-0.235, 0.231, -0.922], [1.091, -0.307, 1.082], [1.505, -1.215, 0.614], [0.419, 1.085, -1.173], [0.945, -0.483, 2.156], [0.147, -0.668, -1.438], [-3.094, 0.394, -1.788], [1.790, 0.532, 0.927]],
  "atomic_forces_ev_per_a": [[2.227, -0.281, -1.026], [-1.686, 0.242, -0.377], [-0.249, 0.115, 0.423], [1.034, -0.265, 0.586], [-0.195, 0.316, 0.119], [-0.423, -0.193, 0.003], [0.128, 0.074, -0.302], [-0.413, 0.302, 0.087], [-0.175, -0.015, 0.415], [-0.249, -0.295, 0.071]],
  "gap_ev": 7.695,
  "charge": 1,
  "lumo_energy_ha": -0.2082,
  "largest_force_ev_per_a": 2.5
}

***

Entry 4:
{
  "formula": "B3BrH2IO4",
  "method": "the ωB97M-V functional and the def2-TZVPD basis",
  "species": ["I", "Br", "O", "O", "O", "O", "B", "B", "B", "H", "H"],
  "positions_angstrom": [[-0.277, -3.576, 0.902], [-1.196, 2.948, 0.722], [0.380, 1.248, -0.995], [0.217, -1.103, -0.632], [-1.681, 0.322, -0.379], [2.170, 0.089, 0.121], [0.963, 0.049, -0.493], [-0.820, 1.368, -0.345], [-0.972, -0.849, 0.084], [2.558, 0.967, -0.002], [-1.341, -1.463, 1.018]],
  "atomic_forces_ev_per_a": [[0.350, -2.328, 0.518], [-0.079, 0.103, -0.190], [0.653, 0.500, 1.095], [-0.054, 1.446, 1.329], [0.125, 0.014, 1.177], [0.237, 0.284, -0.438], [-0.004, -0.530, -1.234], [-0.473, -0.083, -1.049], [-0.396, -0.090, -1.314], [-0.062, -0.212, 0.202], [-0.298, 0.896, -0.095]],
  "gap_ev": 5.558,
  "charge": -1,
  "lumo_energy_ha": 0.0913,
  "largest_force_ev_per_a": 2.4
}

***

Entry 5:
{
  "formula": "C8H11N2P",
  "method": "the ωB97M-V functional and the def2-TZVPD basis",
  "species": ["P", "N", "N", "C", "C", "C", "C", "C", "C", "C", "C", "H", "H", "H", "H", "H", "H", "H", "H", "H", "H", "H"],
  "positions_angstrom": [[0.726, -1.353, 0.403], [-0.370, 0.908, 1.303], [0.637, -0.988, -1.247], [1.097, 1.107, 3.304], [0.732, 1.249, 1.992], [1.031, -0.632, -3.370], [1.590, -0.550, -2.135], [-2.657, 0.461, 0.990], [-0.310, -1.131, -3.282], [-1.634, 0.786, 1.805], [-0.498, -1.412, -1.960], [-3.657, 0.722, 1.262], [0.545, 0.650, 4.107], [-2.497, 0.137, -0.078], [-1.509, -1.468, -1.409], [-0.878, -1.466, -4.122], [1.393, 1.800, 1.358], [2.433, 0.028, -1.864], [2.010, -0.686, 0.551], [1.637, -0.508, -4.240], [-1.783, 0.875, 2.853], [1.961, 1.476, 3.781]],
  "atomic_forces_ev_per_a": [[0.603, 1.039, 0.601], [-0.775, -1.232, -1.304], [-0.979, -0.589, 0.181], [-1.379, -0.293, -0.543], [0.955, 0.728, 2.533], [0.343, -0.447, -0.483], [-1.525, 0.257, -0.512], [0.237, 0.170, -1.543], [1.525, -0.699, 0.304], [0.940, -0.779, -0.720], [-1.852, 1.310, 0.992], [-0.552, -0.545, 0.407], [-0.912, -0.542, -0.370], [-0.012, 0.666, 1.323], [2.029, -0.625, -0.842], [-0.588, 0.249, -0.155], [0.808, 0.101, -0.302], [0.898, -0.197, 0.559], [-0.668, -0.406, 0.043], [-0.136, 0.437, -0.615], [-0.309, 0.627, 0.945], [1.350, 0.770, -0.500]],
  "e_above_lowest_ev": 2.3986,
  "gap_ev": [7.598, 5.627],
  "lumo_energy_ha": [-0.0205, -0.0521],
  "largest_force_ev_per_a": 2.8
}

***

Entry 6:
{
  "formula": "C3H6F2O2P",
  "method": "the ωB97M-V functional and the def2-TZVPD basis",
  "species": ["P", "F", "F", "O", "O", "C", "C", "C", "H", "H", "H", "H", "H", "H"],
  "positions_angstrom": [[-1.059, -0.344, 0.910], [0.844, 1.586, 0.769], [1.751, -0.407, 1.450], [-0.596, -1.958, 0.994], [-1.530, -0.012, 2.275], [-1.356, 1.302, -1.617], [1.227, -0.089, -0.810], [0.907, 0.199, 0.606], [0.589, 0.327, -1.597], [-1.930, 0.294, -1.633], [1.324, -1.163, -0.868], [2.217, 0.208, -0.993], [-2.167, 2.076, -1.413], [-0.222, -2.020, 1.928]],
  "atomic_forces_ev_per_a": [[2.199, 0.355, -1.425], [1.162, -0.175, 0.618], [1.118, 0.298, 0.809], [0.296, -0.368, 1.247], [-0.334, 0.563, 1.159], [-1.507, -1.134, 0.420], [0.455, -1.004, -0.239], [-4.767, 0.601, -0.915], [-0.067, -0.115, 0.833], [0.449, 1.458, -0.494], [-0.472, -0.597, -0.256], [1.729, 0.920, -0.367], [0.397, -0.783, 0.195], [-0.659, -0.018, -1.585]],
  "e_above_lowest_ev": 4.9137,
  "gap_ev": 6.572,
  "charge": -1,
  "lumo_energy_ha": 0.1174,
  "largest_force_ev_per_a": 4.9
}